Molecular formula: C15H16AuCl5NOSSi
Method: DFT, ωB97M-V with the def2-TZVPD basis set

Energy relative to the best compared isomer or geometry (same formula, charge and spin) (kJ/mol): 92.0
HOMO-LUMO gap (eV): 7.497

```
! RIJCOSX wB97M-V def2-TZVPD def2/J DEFGRID3
* xyz -1 1
Au 0.012 0.118 0.784
S 2.351 0.624 0.719
C 2.124 2.314 0.302
C 3.191 3.223 0.250
C 2.928 4.541 -0.057
C 1.619 4.948 -0.301
C 0.628 3.983 -0.236
N 0.871 2.706 0.044
H 4.198 2.885 0.455
H 3.740 5.257 -0.102
H 1.381 5.976 -0.538
H -0.412 4.234 -0.423
Cl -1.572 0.991 -1.789
C -2.612 0.413 -0.523
C -2.029 -0.023 0.665
C -2.890 -0.580 1.605
Cl -2.245 -1.275 3.055
C -4.270 -0.640 1.406
Cl -5.309 -1.322 2.606
C -4.821 -0.148 0.227
Cl -6.529 -0.201 -0.028
C -3.983 0.371 -0.753
Cl -4.651 0.956 -2.235
C 1.616 -1.802 -2.250
Si 1.000 -2.841 -0.802
C 2.525 -3.574 0.035
C 0.037 -4.289 -1.539
O 0.096 -2.016 0.230
H 2.223 -2.390 -2.947
H 2.220 -0.966 -1.888
H 0.770 -1.386 -2.804
H 3.111 -4.198 -0.647
H 2.232 -4.186 0.892
H 3.173 -2.773 0.405
H 0.651 -4.899 -2.209
H -0.822 -3.918 -2.106
H -0.347 -4.933 -0.744
C -0.051 1.111 2.598
H -1.024 1.572 2.740
H 0.750 1.840 2.607
H 0.122 0.296 3.294
*
```

***

Molecular formula: C15H16BIrN7O3S
Method: DFT, ωB97M-V with the def2-TZVPD basis set

HOMO-LUMO gap (eV): 4.364

```
! RIJCOSX wB97M-V def2-TZVPD def2/J DEFGRID3
* xyz 1 1
Ir -0.443 -0.365 -0.622
C -3.174 0.402 -3.705
C -2.523 -0.487 -2.863
N -1.686 0.193 -2.071
N -1.779 1.509 -2.382
C -2.679 1.648 -3.361
B -0.902 2.548 -1.607
N -1.251 2.340 -0.099
C -1.726 3.181 0.823
C -1.912 2.495 2.012
C -1.522 1.195 1.745
N -1.115 1.121 0.469
N 0.562 2.134 -1.807
C 1.655 2.762 -2.261
C 2.727 1.890 -2.193
C 2.209 0.715 -1.668
N 0.899 0.886 -1.440
H -3.907 0.171 -4.456
H -2.615 -1.558 -2.781
H -2.902 2.625 -3.757
H -1.105 3.661 -1.967
H -1.906 4.213 0.571
H -2.277 2.883 2.946
H -1.481 0.347 2.410
H 1.599 3.782 -2.603
H 3.747 2.080 -2.474
H 2.700 -0.217 -1.434
N -1.435 -1.794 0.629
C -0.230 -2.150 1.359
C 0.797 -1.206 1.310
C 2.037 -1.476 1.864
C 2.221 -2.687 2.512
C 1.191 -3.620 2.565
C -0.048 -3.365 1.989
S 3.854 -3.024 3.211
O 4.207 -1.735 3.766
O 4.583 -3.401 2.018
O 3.590 -4.082 4.156
H -1.848 -2.620 0.199
H -2.196 -1.391 1.173
H 0.680 -0.182 0.892
H 2.854 -0.766 1.838
H 1.389 -4.555 3.075
H -0.841 -4.102 2.017
*
```

***

Molecular formula: C15H16BNO2RhS4Si
Method: DFT, ωB97M-V with the def2-TZVPD basis set

Energy relative to the best compared isomer or geometry (same formula, charge and spin) (kJ/mol): 73.4
HOMO-LUMO gap (eV): 6.529

```
! RIJCOSX wB97M-V def2-TZVPD def2/J DEFGRID3
* xyz -1 1
Rh -0.693 -1.090 -2.544
S -2.952 -3.642 -4.004
C -1.810 -2.472 -4.218
S -2.153 -0.723 -4.285
S -0.063 -2.693 -4.088
C -2.834 -0.626 2.658
Si -1.123 -1.284 2.989
C -1.255 -2.950 3.842
C -0.228 -0.097 4.135
C -0.049 -1.524 1.464
C 1.278 -1.877 1.666
C 2.167 -2.073 0.607
C 1.679 -1.941 -0.674
N 0.401 -1.637 -0.895
C -0.450 -1.375 0.121
S -1.933 -0.786 -0.551
H -3.343 -0.516 3.621
H -3.418 -1.297 2.028
H -2.807 0.343 2.160
H -1.838 -2.870 4.763
H -0.269 -3.343 4.100
H -1.743 -3.680 3.193
H -0.805 0.056 5.051
H -0.093 0.875 3.654
H 0.759 -0.467 4.420
H 1.654 -1.994 2.678
H 3.204 -2.330 0.773
H 2.287 -2.104 -1.555
O 0.886 1.208 -3.410
B 0.005 0.692 -2.433
O -0.172 1.671 -1.423
C 0.580 2.744 -1.800
C 0.740 3.952 -1.159
C 1.575 4.887 -1.774
C 2.213 4.608 -2.976
C 2.043 3.378 -3.618
C 1.218 2.467 -3.001
H 0.236 4.158 -0.225
H 1.726 5.851 -1.305
H 2.851 5.357 -3.427
H 2.529 3.145 -4.555
*
```

***

Molecular formula: C15H16BrIrN6OS
Method: DFT, ωB97M-V with the def2-TZVPD basis set

HOMO-LUMO gap (eV): 6.449

```
! RIJCOSX wB97M-V def2-TZVPD def2/J DEFGRID3
* xyz 2 1
Ir 1.312 -0.522 -0.066
C -1.628 -0.608 3.353
C -0.874 -0.914 2.115
N 0.425 -0.885 2.026
N 1.237 -0.813 3.045
C 2.511 -1.060 2.856
N 3.338 -1.026 3.888
S 3.172 -1.530 1.292
C -1.535 -1.396 0.908
C -2.894 -1.706 0.869
C -3.416 -2.322 -0.258
C -2.561 -2.650 -1.297
C -1.219 -2.300 -1.191
N -0.729 -1.664 -0.142
H -0.951 -0.269 4.132
H -2.169 -1.486 3.706
H -2.374 0.163 3.164
H 2.979 -0.874 4.821
H 4.307 -1.274 3.777
H -3.535 -1.485 1.706
H -4.467 -2.561 -0.311
H -2.921 -3.164 -2.171
H -0.529 -2.570 -1.978
O -2.110 2.070 -4.868
C -1.452 1.717 -3.786
C -1.672 2.260 -2.511
C -0.928 1.804 -1.445
N 0.009 0.864 -1.559
C 0.228 0.372 -2.777
Br 1.639 -0.935 -2.816
C -0.459 0.725 -3.906
H -2.764 2.770 -4.722
H -2.414 3.029 -2.358
H -1.080 2.204 -0.454
H -0.250 0.279 -4.863
C 4.350 2.905 0.283
C 3.197 2.091 0.361
N 2.269 1.411 0.415
H 4.416 3.339 -0.718
H 5.240 2.298 0.470
H 4.304 3.716 1.013
*
```

***

Molecular formula: C15H16BrN3O3S
Method: DFT, ωB97M-V with the def2-TZVPD basis set

Energy relative to the best compared isomer or geometry (same formula, charge and spin) (kJ/mol): 0.0
HOMO-LUMO gap (eV): 9.640

```
! RIJCOSX wB97M-V def2-TZVPD def2/J DEFGRID3
* xyz 0 1
C 2.845 1.921 2.427
N 1.971 1.053 1.676
C 0.593 1.472 1.586
C -0.123 0.553 0.602
O 0.385 0.245 -0.459
N -1.351 0.161 0.973
C -2.141 -0.754 0.172
C -3.293 -0.034 -0.485
C -3.057 0.938 -1.453
C -4.143 1.587 -2.015
C -5.419 1.243 -1.593
C -5.544 0.263 -0.622
N -4.511 -0.358 -0.078
S 2.162 -0.608 1.861
O 3.327 -0.837 2.667
O 0.915 -1.183 2.286
C 2.540 -1.179 0.210
C 1.872 -2.273 -0.301
C 2.174 -2.723 -1.574
C 3.149 -2.059 -2.301
Br 3.566 -2.662 -4.049
C 3.830 -0.968 -1.786
C 3.519 -0.527 -0.512
H 3.753 1.364 2.641
H 2.394 2.234 3.375
H 3.081 2.806 1.832
H 0.100 1.457 2.569
H 0.569 2.492 1.188
H -1.693 0.374 1.895
H -2.526 -1.558 0.801
H -1.471 -1.161 -0.591
H -2.045 1.164 -1.751
H -3.999 2.345 -2.772
H -6.292 1.722 -2.008
H -6.515 -0.045 -0.256
H 1.112 -2.749 0.299
H 1.659 -3.571 -1.999
H 4.585 -0.470 -2.376
H 4.021 0.323 -0.080
*
```

***

Molecular formula: C15H16Cl4CsGeO5SSe
Method: DFT, ωB97M-V with the def2-TZVPD basis set

Energy relative to the best compared isomer or geometry (same formula, charge and spin) (kJ/mol): 0.0
HOMO-LUMO gap (spin up / spin down) (eV): 5.972 / 5.961

```
! RIJCOSX wB97M-V def2-TZVPD def2/J DEFGRID3
* xyz -2 2
Cs 0.053 3.246 -0.558
Cl 3.528 2.494 -1.457
C 3.769 4.184 -1.129
H 3.406 4.821 -1.926
H 3.682 4.482 -0.097
O 0.742 7.721 -2.181
Se 0.638 6.124 -1.858
O 1.380 5.190 -3.005
O 1.384 5.773 -0.419
O -0.962 5.669 -1.781
Cl -3.035 3.577 0.483
Ge -3.266 4.330 -1.825
Cl -2.317 2.376 -2.788
Cl -5.419 3.211 -1.861
O 0.045 0.442 -0.008
S 0.124 -0.275 -1.311
C 1.241 -1.737 -1.041
C 1.624 -1.900 0.397
C 2.455 -0.952 0.994
C 2.803 -1.067 2.330
C 2.326 -2.131 3.086
C 1.500 -3.077 2.498
C 1.149 -2.959 1.161
C -1.486 -1.116 -1.511
C -1.880 -1.977 -0.358
C -2.170 -1.409 0.882
C -2.491 -2.222 1.958
C -2.550 -3.602 1.809
C -2.292 -4.172 0.570
C -1.955 -3.360 -0.504
H 2.115 -1.507 -1.651
H 0.749 -2.622 -1.447
H 2.811 -0.111 0.411
H 3.437 -0.318 2.786
H 2.592 -2.214 4.133
H 1.115 -3.902 3.085
H 0.482 -3.684 0.711
H -1.416 -1.677 -2.446
H -2.155 -0.264 -1.668
H -2.139 -0.333 0.995
H -2.705 -1.772 2.919
H -2.809 -4.230 2.653
H -2.353 -5.246 0.441
H -1.752 -3.805 -1.473
*
```